#1
Computed, not measured: the molecule C24H21N5O4S, with the ωB97M-V functional and the def2-TZVPD basis.

Calculated values
**HOMO level**: -8.05 eV
**SMILES string**: Cc1ccc(-c2nn3c(-c4ccco4)nnc3c3ccccc23)cc1S(=O)(=O)N1CCOCC1

ORCA input file:
```
! wB97M-V def2-TZVPD RIJCOSX def2/J DEFGRID3
* xyz 0 1
S 0.86 0.19 -3.74
O 2.18 0.37 -4.27
O 0.57 -3.93 -2.07
O -0.26 0.29 -4.64
O -2.54 -1.71 0.80
N 0.82 -1.28 -2.93
N -1.59 -1.36 4.30
N -0.62 0.31 1.40
N -0.84 -0.20 2.61
N -0.74 -0.47 4.79
C -3.35 -3.03 2.41
C -3.41 -2.56 0.24
C 1.90 2.84 2.32
C 1.82 -2.26 -3.30
C 0.20 1.30 1.31
C 0.92 1.85 2.44
C -2.50 -1.99 2.12
C -0.28 0.25 3.79
C 0.35 3.62 -1.66
C 0.36 1.83 -0.06
C 0.63 1.37 -2.40
C 0.67 3.19 -4.12
C 1.32 1.81 4.85
C 0.66 1.32 3.72
C -1.67 -1.22 2.99
C -0.50 -1.87 -2.79
C 2.25 2.82 4.70
C 2.55 3.32 3.43
C 0.55 2.73 -2.71
C 1.84 -3.34 -2.21
C -3.94 -3.40 1.18
C 0.25 3.18 -0.35
C 0.54 0.92 -1.10
C -0.41 -2.99 -1.74
H 1.08 1.39 5.81
H 2.16 3.22 1.34
H 1.58 -2.72 -4.27
H -3.58 -2.48 -0.81
H -0.13 2.74 -4.72
H -1.35 -3.54 -1.69
H -0.83 -2.29 -3.76
H 0.61 4.27 -4.19
H 0.61 -0.13 -0.89
H 2.76 3.21 5.57
H -4.66 -4.17 1.02
H 2.15 -2.89 -1.26
H 2.78 -1.74 -3.37
H 3.30 4.09 3.33
H 2.53 -4.14 -2.48
H -0.19 -2.54 -0.76
H 0.27 4.68 -1.87
H -1.20 -1.10 -2.48
H 0.06 3.89 0.44
H -3.51 -3.45 3.38
H 1.61 2.84 -4.55
*
```



#2
Computed, not measured: the molecule C24H21N5O4S, with the ωB97M-V functional and the def2-TZVPD basis.

Calculated values
**HOMO level**: -8.60 eV
**SMILES string**: [H]/N=C1/C(=C\c2ccc(OC(=O)c3ccc(C)cc3)cc2)C(=O)N=C2SC(N3CCOCC3)=NN21

ORCA input file:
```
! wB97M-V def2-TZVPD RIJCOSX def2/J DEFGRID3
* xyz 0 1
S -4.68 0.84 -0.57
O -3.49 3.39 3.55
O 4.75 -3.06 -1.31
O 6.50 -1.92 -0.60
O -3.36 -3.14 -3.17
N -0.03 -0.52 -0.99
N -2.31 -0.03 -0.91
N -3.36 2.81 0.80
N -3.96 -1.32 -1.98
N -2.13 1.07 -0.12
C 4.37 -1.04 -0.02
C -3.25 1.65 0.13
C 1.73 1.85 1.73
C -1.58 -1.97 -2.13
C -0.72 -2.93 -2.51
C -3.03 -2.21 -2.48
C 5.30 -2.01 -0.66
C 2.64 -4.15 -1.43
C 3.78 1.25 0.42
C 3.27 -1.45 0.71
C -4.61 3.24 1.39
C -4.61 2.85 2.88
C 0.72 -2.98 -2.31
C 2.65 0.84 1.13
C 2.42 -0.52 1.28
C 3.43 -3.04 -1.69
C 1.29 -4.12 -1.76
C -1.21 -0.80 -1.32
C -2.20 3.34 1.50
C -2.29 2.94 2.97
C 1.55 -1.91 -2.65
C 2.89 -1.94 -2.36
C 4.64 0.33 -0.14
C -3.58 -0.34 -1.26
H -1.17 -3.80 -2.99
H 0.05 0.31 -0.40
H -1.49 3.41 3.55
H -1.30 2.94 1.03
H 3.53 -1.11 -2.62
H 0.67 -4.98 -1.54
H -4.66 4.33 1.30
H 3.98 2.31 0.31
H 1.56 2.68 1.05
H -5.49 3.25 3.38
H -2.21 1.85 3.06
H -4.62 1.75 2.97
H 5.51 0.64 -0.69
H -5.45 2.79 0.87
H 2.16 2.26 2.65
H 1.13 -1.05 -3.16
H -2.22 4.43 1.41
H 1.57 -0.86 1.85
H 0.77 1.40 1.98
H 3.08 -5.02 -0.96
H 3.07 -2.51 0.85
*
```



Quick one: least stable of them? #1



#1
Computed, not measured: the molecule C9H11NO5, with the ωB97M-V functional and the def2-TZVPD basis.

Calculated values
**HOMO level**: -8.82 eV
**SMILES string**: COC(=O)[C@H]([C@@H](C)c1ccco1)[N+](=O)[O-]

ORCA input file:
```
! wB97M-V def2-TZVPD RIJCOSX def2/J DEFGRID3
* xyz 0 1
O 1.25 1.59 1.39
O 2.93 -0.35 -1.61
O -0.31 -2.44 -0.11
O 1.32 0.17 -2.90
O -0.88 -1.79 -2.21
N 1.72 -0.26 -1.85
C 1.00 1.68 0.02
C -1.21 0.47 0.43
C -1.30 -3.42 -0.20
C 1.73 2.73 -0.49
C -0.06 0.77 -0.46
C -0.24 -1.70 -1.19
C 2.51 3.14 0.62
C 0.80 -0.63 -0.83
C 2.09 2.48 1.69
H 1.33 -0.90 0.12
H -2.13 0.26 -0.09
H -0.40 1.18 -1.42
H 1.80 3.09 -1.49
H -0.92 -4.24 0.35
H -0.87 -0.35 0.95
H -1.44 1.20 1.14
H -2.34 -3.18 0.06
H -1.46 -3.65 -1.20
H 2.60 2.55 2.76
H 3.17 4.03 0.64
*
```



#2
Computed, not measured: a cluster of 2 separate species, C9H11NO5 in total, with the ωB97M-V functional and the def2-TZVPD basis.

Calculated values
**HOMO level (spin up / spin down)**: -8.56 / -8.56 eV
**SMILES string**: [O-]/[N+](O)=C(/O)c1ccccc1.O=CCO

ORCA input file:
```
! wB97M-V def2-TZVPD RIJCOSX def2/J DEFGRID3
* xyz 0 1
O -1.22 3.04 0.23
O -1.05 0.40 2.63
O 1.57 1.16 -0.69
O -2.94 0.19 -0.30
O -3.09 1.12 2.03
N -1.92 0.44 1.73
C 0.45 -1.79 -1.82
C 0.96 2.14 0.07
C -0.67 -1.11 -1.33
C 1.40 -2.39 -0.99
C -0.83 -1.01 0.04
C -1.89 0.00 0.55
C -0.47 2.26 -0.32
C 1.27 -2.18 0.39
C 0.14 -1.48 0.90
H 0.92 1.77 1.19
H -2.90 1.57 2.92
H 2.22 -3.00 -1.38
H 1.58 3.04 0.27
H 1.95 -2.87 1.03
H 2.04 0.48 -0.12
H 0.63 -1.87 -2.94
H -1.45 -0.75 -1.86
H -0.74 1.49 -1.01
H 0.22 -1.24 1.95
H -3.65 0.66 0.23
*
```



Quick one: least stable of them? #2



#1
Computed, not measured: the molecule C9H10N4, with the ωB97M-V functional and the def2-TZVPD basis.

Calculated values
**HOMO level**: -8.22 eV
**SMILES string**: Cc1cccc2nc(N)nc(N)c12

ORCA input file:
```
! wB97M-V def2-TZVPD RIJCOSX def2/J DEFGRID3
* xyz 0 1
N 2.14 -1.22 0.66
N 2.07 1.01 -0.13
N 2.22 3.28 -0.85
N 0.24 2.10 -1.00
C -2.27 -1.03 0.21
C 1.35 -0.10 0.30
C 0.02 -0.29 -0.06
C -0.48 0.99 -0.67
C 1.48 2.11 -0.63
C -0.43 -2.58 1.09
C -1.82 1.07 -0.98
C -0.94 -1.29 0.25
C -2.63 0.13 -0.43
H -0.11 -2.36 2.18
H -1.29 -3.33 1.19
H -3.73 0.12 -0.60
H 3.15 -1.14 0.86
H 1.46 3.93 -1.16
H 0.23 -3.09 0.37
H 1.61 -2.06 0.37
H 2.52 3.59 0.11
H -1.81 1.74 -1.85
H -2.99 -1.59 0.79
*
```



#2
Computed, not measured: the molecule C9H10N4, with the ωB97M-V functional and the def2-TZVPD basis.

Calculated values
**HOMO level**: -8.85 eV
**SMILES string**: N#C/N=C(/N)NCc1ccccc1

ORCA input file:
```
! wB97M-V def2-TZVPD RIJCOSX def2/J DEFGRID3
* xyz 0 1
N 3.35 -0.10 -0.93
N 4.90 1.40 0.36
N 1.73 -0.06 0.71
N 1.60 -1.62 -1.06
C 0.46 -0.40 1.36
C -0.83 0.07 0.61
C -1.00 1.37 -0.01
C -2.17 1.68 -0.62
C -1.82 -0.98 0.47
C 2.26 -0.64 -0.38
C 4.22 0.69 -0.29
C -3.04 -0.55 -0.07
C -3.22 0.78 -0.65
H 0.62 -1.58 -1.03
H -4.26 0.97 -0.98
H -1.67 -1.99 0.89
H 0.41 0.18 2.29
H 0.36 -1.52 1.63
H 2.28 0.65 1.23
H -3.85 -1.21 -0.33
H -0.20 2.07 -0.06
H -2.18 2.64 -1.16
H 2.04 -1.87 -1.96
*
```



Quick one: least stable of them? #1



#1
Computed, not measured: a cluster of 6 separate species, C12H39N3O6 in total, with the ωB97M-V functional and the def2-TZVPD basis.

Calculated values
**HOMO level**: -9.16 eV
**SMILES string**: COC[C@H](C)N.COC[C@H](C)N.COC[C@H](C)N.O.O.O

ORCA input file:
```
! wB97M-V def2-TZVPD RIJCOSX def2/J DEFGRID3
* xyz 0 1
O -20.74 2.82 -1.96
O -19.20 9.33 -8.97
O -16.85 6.06 -0.73
O -21.25 6.88 -2.01
O -19.29 5.14 -2.86
O -17.86 4.53 -7.49
N -17.94 3.36 -0.32
N -19.76 6.87 -7.53
N -19.58 3.67 -5.25
C -20.50 9.97 -8.88
C -19.53 8.13 -6.83
C -18.71 7.74 -5.57
C -18.15 3.45 -5.44
C -15.83 2.40 -0.97
C -16.24 4.91 -1.26
C -16.51 3.65 -0.42
C -18.65 9.04 -7.69
C -17.72 2.23 -4.62
C -17.75 3.24 -6.91
C -16.74 7.24 -1.53
C -17.64 4.50 -8.87
H -16.72 2.88 -6.97
H -19.97 7.03 -8.52
H -16.64 2.12 -4.78
H -21.28 9.28 -8.55
H -19.18 7.00 -4.92
H -16.67 4.02 -9.08
H -17.74 7.36 -5.90
H -18.64 8.64 -4.95
H -20.13 2.81 -5.26
H -15.98 3.84 0.52
H -18.68 4.57 -2.36
H -18.34 3.81 -9.38
H -17.94 2.25 -3.56
H -18.88 6.36 -7.61
H -20.89 7.72 -1.70
H -15.69 7.25 -1.83
H -18.32 2.52 -7.51
H -20.49 10.76 -8.12
H -20.74 2.36 -2.80
H -17.66 4.35 -5.08
H -18.28 3.91 0.46
H -19.95 4.19 -6.06
H -15.90 1.53 -0.31
H -18.10 2.40 -0.04
H -18.08 1.34 -5.14
H -16.19 2.12 -1.96
H -17.70 8.53 -7.87
H -18.47 10.00 -7.18
H -17.55 5.47 -9.34
H -14.77 2.63 -1.14
H -15.17 5.12 -1.36
H -20.35 3.69 -2.15
H -19.30 4.76 -3.78
H -16.56 4.75 -2.30
H -17.00 8.08 -0.89
H -20.59 10.27 -9.92
H -20.53 8.47 -6.55
H -17.40 7.16 -2.40
H -20.51 6.46 -2.50
*
```



#2
Computed, not measured: a structure of composition C12H39N3O6, with the ωB97M-V functional and the def2-TZVPD basis.

Calculated values
**HOMO level**: -8.62 eV

ORCA input file:
```
! wB97M-V def2-TZVPD RIJCOSX def2/J DEFGRID3
* xyz 0 1
O 19.27 7.82 17.00
O 15.57 1.78 17.72
O 20.45 2.75 17.99
O 21.28 1.21 13.29
O 17.87 1.47 15.52
O 18.59 3.09 16.65
N 21.40 3.77 16.07
N 17.60 4.52 17.67
N 12.14 2.02 16.39
C 18.37 6.92 17.62
C 18.59 5.45 17.15
C 18.46 5.24 15.65
C 13.22 1.30 17.00
C 16.60 2.75 17.72
C 19.07 9.14 17.56
C 20.78 3.07 14.92
C 20.25 4.12 13.88
C 22.22 0.21 12.87
C 21.80 2.05 14.32
C 13.69 0.18 16.11
C 14.37 2.30 17.28
H 14.17 0.67 15.26
H 21.83 -0.39 12.04
H 18.02 9.44 17.50
H 19.23 2.81 17.31
H 22.50 -0.42 13.72
H 19.45 9.27 18.57
H 16.25 3.65 18.22
H 19.07 6.06 15.26
H 11.51 1.29 16.08
H 12.98 0.86 17.97
H 17.98 2.30 15.98
H 19.39 4.74 14.14
H 21.06 4.80 13.60
H 17.37 7.16 17.26
H 17.47 2.41 18.29
H 18.29 7.00 18.70
H 19.68 9.77 16.91
H 12.44 2.53 15.57
H 17.07 2.96 16.76
H 21.76 3.08 16.71
H 21.09 2.22 17.51
H 12.93 -0.53 15.80
H 23.12 0.69 12.50
H 17.43 5.46 15.39
H 22.72 2.48 13.93
H 17.55 4.65 18.67
H 14.46 2.95 16.40
H 18.59 0.92 15.83
H 19.64 5.23 17.38
H 20.09 3.66 12.91
H 14.03 3.11 17.93
H 22.22 1.49 15.16
H 16.67 4.67 17.32
H 19.89 2.56 15.28
H 20.70 2.64 18.91
H 14.53 -0.33 16.58
H 20.72 4.26 16.63
H 18.19 3.87 17.03
H 18.72 4.27 15.22
*
```



Quick one: least stable of them? #2